Computed, not measured: 2 unconnected molecules or ions with the total composition CH2N4O2 at a distorted geometry, with the ωB97M-V functional and the def2-TZVPD basis.

Geometry as ORCA input:
```
! wB97M-V def2-TZVPD RIJCOSX def2/J DEFGRID3
* xyz 0 1
C -1.878 0.399 0.093
N 1.779 0.513 -0.688
N -1.500 -0.937 -0.016
N 1.140 -0.291 -0.087
N 0.695 -1.128 0.497
O -2.733 -0.260 -0.652
O -1.595 1.447 0.511
H 1.317 1.209 -1.134
H -1.836 -1.350 0.868
*
```

For the energy above the lowest of the compared OMol25 structures with the same formula, charge and spin, the calculation gives 91.65 kcal per mole. For the orbital gap, the calculation gives 10.75 eV. The highest occupied orbital energy comes out at -10.265 eV.

How positive or negative is each atom? The Mulliken charges in e answer that: number 1, C, carries 0.741; number 2, N, carries -0.786; number 3, N, carries -0.279; number 4, N, carries 0.981; number 5, N, carries -0.432; number 6, O, carries -0.341; number 7, O, carries -0.434; number 8, H, carries 0.265; number 9, H, carries 0.285

=====

Computed, not measured: 2 unconnected molecules or ions with the total composition FHI2OP at a distorted geometry, with the ωB97M-V functional and the def2-TZVPD basis.

Geometry as ORCA input:
```
! wB97M-V def2-TZVPD RIJCOSX def2/J DEFGRID3
* xyz 1 1
O -2.800 -0.351 2.226
F -0.482 1.081 0.533
P -3.195 -0.352 0.847
I -3.469 -2.508 -0.290
I -3.694 1.672 -0.395
H 0.117 1.068 1.190
*
```

For the energy above the lowest of the compared OMol25 structures with the same formula, charge and spin, the calculation gives 46.51 kcal per mole. For the orbital gap, the calculation gives 7.81 eV. The highest occupied orbital energy comes out at -15.330 eV.

How positive or negative is each atom? The Mulliken charges in e answer that: number 1, O, carries -0.334; number 2, F, carries -0.362; number 3, P, carries 0.555; number 4, I, carries 0.363; number 5, I, carries 0.390; number 6, H, carries 0.387

=====

Computed, not measured: C6H7N in the gas phase at a distorted geometry, with the ωB97M-V functional and the def2-TZVPD basis.

Geometry as ORCA input:
```
! wB97M-V def2-TZVPD RIJCOSX def2/J DEFGRID3
* xyz 0 1
N 0.380 2.415 -1.581
C -0.296 1.943 -0.748
C -0.262 0.752 0.625
C 1.123 0.178 0.322
C 0.872 -1.178 -0.276
C -0.429 -1.458 -0.319
C -1.248 -0.401 0.400
H -0.391 1.385 1.498
H 1.217 0.865 -0.492
H 1.982 0.365 0.970
H 1.669 -1.755 -0.741
H -0.880 -2.320 -0.806
H -2.061 0.020 -0.182
H -1.676 -0.811 1.329
*
```

For the energy above the lowest of the compared OMol25 structures with the same formula, charge and spin, the calculation gives 71.36 kcal per mole. For the orbital gap, the calculation gives 9.84 eV. The highest occupied orbital energy comes out at -9.504 eV. Its structure (SMILES) is N#CC1CC=CC1.

How positive or negative is each atom? The Mulliken charges in e answer that: number 1, N, carries -0.479; number 2, C, carries 0.131; number 3, C, carries -0.202; number 4, C, carries -0.483; number 5, C, carries -0.374; number 6, C, carries -0.380; number 7, C, carries -0.657; number 8, H, carries 0.430; number 9, H, carries 0.202; number 10, H, carries 0.419; number 11, H, carries 0.396; number 12, H, carries 0.377; number 13, H, carries 0.305; number 14, H, carries 0.314